(1)
DFT (ωB97M-V/def2-TZVPD) results for a single C2H2OS2 molecule at a distorted geometry.

Energy above the lowest of the compared OMol25 structures with the same formula, charge and spin = 31.3 kcal/mol
HOMO-LUMO gap = 7.6 eV
Structure (SMILES) = OC(=S)C=S
DFT total energy = -25822.3863 eV
LUMO level = -0.0598 Ha

XYZ file:
```
7
Properties=species:S:1:pos:R:3:forces:R:3
O -0.187320 0.268106 0.779762 -0.45 -1.01 0.99
C 0.883589 -0.451071 1.014402 1.24 -1.94 -2.26
S 2.414197 0.020720 0.677930 0.27 1.37 0.60
C 0.916452 -1.942375 0.808590 -1.72 0.21 0.09
S -0.128991 -2.907917 0.063921 -0.39 0.37 0.15
H 0.226913 1.065172 0.484573 -0.15 1.76 -0.37
H 1.896609 -2.273609 0.957062 1.21 -0.76 0.79
```
Forces are in eV/Å.

(2)
DFT (ωB97M-V/def2-TZVPD) results for 2 unconnected molecules or ions with the total composition C2H2P2 at a distorted geometry.

Energy above the lowest of the compared OMol25 structures with the same formula, charge and spin = 19.2 kcal/mol
HOMO-LUMO gap = 9.1 eV
DFT total energy = -20680.4000 eV
LUMO level = -0.0222 Ha

XYZ file:
```
6
Properties=species:S:1:pos:R:3:forces:R:3
C -0.067574 -0.436096 -1.497662 -0.87 3.42 1.12
C -0.332798 0.664543 -1.075871 0.75 -2.81 -0.88
P 0.445689 0.723016 2.247542 0.11 -1.74 0.61
P 0.529373 -1.109126 2.796088 -0.07 1.71 -0.46
H -0.034859 -1.332541 -1.961552 0.41 -2.28 -1.09
H -0.539832 1.490204 -0.508546 -0.34 1.70 0.70
```
Forces are in eV/Å.

(3)
DFT (ωB97M-V/def2-TZVPD) results for 13 unconnected molecules or ions with the total composition C2H30NO13 at a distorted geometry.

Energy above the lowest of the compared OMol25 structures with the same formula, charge and spin = 0.0 kcal/mol
HOMO-LUMO gap = 10.3 eV
Total charge = +1
DFT total energy = -30661.8634 eV
LUMO level = -0.0868 Ha

XYZ file:
```
46
Properties=species:S:1:pos:R:3:forces:R:3
O -0.433848 -0.020720 1.572761 -0.88 1.35 0.06
C 0.499862 0.295488 2.238423 1.87 -2.08 -0.91
C 1.854364 -0.458094 1.963789 1.24 2.44 1.60
N 1.921023 -0.773176 0.497107 -1.06 -0.27 2.99
H 0.571773 1.063554 2.990420 -0.46 0.55 0.62
H 2.665751 0.297489 2.240345 -0.86 -1.04 -0.71
H 2.039244 -1.312785 2.690137 -0.66 0.65 -1.51
H 2.825787 -1.140046 0.217532 -0.36 -0.21 -0.16
H 1.088502 -1.367435 0.401826 0.48 -0.71 -0.44
H 1.681505 -0.008402 -0.119571 0.32 0.83 0.15
H -3.674424 -0.610842 2.565478 -0.27 0.00 0.60
H -3.616658 -1.599766 1.419634 -0.35 -0.39 -0.15
O -3.292626 -0.751757 1.706622 0.42 0.33 -0.41
H 0.216017 -2.300679 -3.350917 -0.64 -0.43 -0.32
H 0.849166 -3.723668 -3.362186 -0.08 0.25 -0.02
O 1.044994 -2.784543 -3.465983 0.57 0.07 0.25
H -1.124453 -2.773589 1.503333 2.30 1.94 0.27
H -0.444598 -3.054477 0.363889 1.18 0.09 -0.99
O -0.229876 -2.450774 1.091158 -3.47 -2.89 0.32
H -0.220661 2.004623 -1.381330 1.09 -0.06 0.17
H 0.445527 2.808946 -0.344776 0.18 0.75 1.11
O 0.680216 2.164813 -1.000673 -1.27 -0.91 -1.11
H -3.357840 2.481398 1.720584 0.34 1.32 -0.57
H -3.609090 4.028737 1.663947 -0.47 0.30 0.31
O -3.039305 3.341108 1.337265 0.34 -1.68 0.28
H -1.198432 -0.830661 -2.508433 0.18 -0.37 -0.16
H -2.376702 -1.574526 -2.950154 1.77 -0.54 -0.33
O -1.373548 -1.693262 -2.931790 -2.10 1.22 0.67
H 0.381054 4.667561 1.558742 -0.89 0.77 -0.02
H -0.869651 3.587326 1.855325 -0.05 1.19 -0.36
O 0.071202 3.797611 1.769606 0.81 -2.05 0.14
H 4.898884 1.185922 0.903709 -0.13 0.18 0.28
H 5.169414 0.158389 -0.147038 -0.53 -0.10 0.36
O 4.522121 0.374531 0.553023 0.72 -0.12 -0.74
H -0.714773 2.510453 -3.976062 0.14 0.25 -0.23
H -2.150650 3.107639 -3.841310 0.12 0.55 -0.32
O -1.593444 2.362640 -3.629902 -0.08 -0.37 0.40
H 1.768701 -1.713473 -2.263395 1.60 0.87 0.40
H 2.430557 -0.260332 -2.214575 0.03 0.09 -0.43
O 2.413611 -1.100021 -1.753494 -1.13 -1.21 -1.50
H -4.016983 0.685045 -2.077463 -0.55 0.21 0.23
H -2.823511 1.382476 -2.813429 -0.09 -0.55 0.17
O -3.132392 0.557912 -2.396183 0.58 -0.17 -0.19
H 1.913726 -3.219959 3.940542 0.05 -0.32 0.11
H 0.742595 -3.989220 3.293590 0.19 0.08 0.04
O 0.968854 -3.185281 3.773872 -0.11 0.19 0.03
```
Forces are in eV/Å.

(4)
DFT (ωB97M-V/def2-TZVPD) results for 15 unconnected molecules or ions with the total composition C2H31O16 at a distorted geometry.

Energy above the lowest of the compared OMol25 structures with the same formula, charge and spin = 35.9 kcal/mol
HOMO-LUMO gap = 8.9 eV
Total charge = -1
DFT total energy = -35341.1136 eV
LUMO level = 0.0711 Ha

XYZ file:
```
49
Properties=species:S:1:pos:R:3:forces:R:3
C 0.131212 0.858629 -0.349989 0.81 0.09 0.02
C 0.157762 -0.372931 0.548621 -0.99 -1.13 -1.61
O -0.129478 -1.503391 0.090301 0.27 0.14 -0.27
O 0.469182 -0.205581 1.745851 0.34 0.81 1.36
H 1.088342 1.320299 -0.107369 -0.30 0.84 0.10
H -0.730688 1.487659 -0.127409 0.28 0.20 0.32
H 0.159772 0.770449 -1.436049 -0.22 -0.88 0.20
O 1.264982 3.385799 -2.364189 0.66 0.08 0.26
H 0.328342 3.280599 -2.531119 -0.41 0.13 -0.31
H 1.318322 4.115859 -1.747419 0.10 0.10 0.17
O 1.964252 0.931199 -3.669429 0.13 -0.22 -0.39
H 2.579772 0.882399 -2.937999 0.08 0.10 0.19
H 1.311742 1.574019 -3.391499 0.11 0.27 0.15
O 1.648822 -3.051301 -1.364519 0.37 -0.35 -0.62
H 2.503942 -2.788701 -1.023869 0.20 -0.01 0.14
H 1.025372 -2.757681 -0.700179 -0.50 0.41 0.24
O -1.270008 3.211049 -3.192019 -0.24 -0.07 -0.50
H -1.883138 3.091869 -3.917339 0.05 0.19 -0.38
H -1.724498 2.848579 -2.431569 -0.31 0.05 0.94
O -2.500128 -2.519531 1.035931 -1.04 -0.44 -0.40
H -1.689028 -2.479651 0.529211 0.40 0.24 -0.21
H -2.268048 -2.153791 1.889521 0.13 -0.01 0.43
O -1.409828 -1.706311 3.413301 -0.62 -0.14 0.57
H -0.795778 -2.295001 3.852171 0.18 -0.13 0.09
H -0.855998 -1.135401 2.880791 0.78 0.49 -0.41
O 0.513982 -1.492791 -4.069709 0.03 -0.72 -0.63
H -0.102708 -0.766041 -3.981649 0.01 0.08 0.10
H 0.846132 -1.634451 -3.183229 0.20 -0.18 0.33
O 3.251922 1.032109 1.831831 0.49 0.34 0.09
H 3.682782 0.200639 2.029931 0.09 -0.22 -0.06
H 2.396552 0.781929 1.482581 -0.58 -0.20 0.05
O -0.324638 -4.808631 2.007601 0.15 -0.46 0.27
H -1.084298 -4.454461 2.469881 -0.34 0.18 -0.13
H 0.044242 -4.058121 1.541871 0.16 0.26 -0.17
O -2.252738 2.188539 2.095031 -0.23 0.22 -0.35
H -2.382268 2.197429 3.043381 -0.06 0.03 0.21
H -1.579948 1.523089 1.950931 0.44 -0.37 0.02
O -2.621148 3.183219 -0.681179 0.04 0.10 -0.68
H -3.546688 3.175339 -0.925219 -0.27 0.05 0.00
H -2.603408 2.820669 0.204531 0.12 -0.19 0.78
O -1.415688 0.149019 -3.160839 -0.37 0.37 -0.08
H -2.043078 -0.230031 -2.545269 -0.05 -0.41 0.31
H -1.840958 0.946359 -3.476479 0.08 0.18 -0.12
O 2.292792 -2.651081 1.883381 0.53 -0.42 -0.05
H 2.588002 -2.173971 2.658911 -0.06 0.09 0.19
H 1.586262 -2.113561 1.525431 -0.59 0.44 -0.12
O 1.061812 0.687419 4.417151 -0.12 0.12 0.65
H 0.982442 0.475029 3.487201 -0.11 -0.07 -0.72
H 1.855422 0.233199 4.700181 0.17 0.01 0.06
```
Forces are in eV/Å.

(5)
DFT (ωB97M-V/def2-TZVPD) results for 15 unconnected molecules or ions with the total composition C2H34N2O15 at a distorted geometry.

Energy above the lowest of the compared OMol25 structures with the same formula, charge and spin = 110.1 kcal/mol
HOMO-LUMO gap = 9.5 eV
DFT total energy = -36318.5819 eV
LUMO level = -0.0157 Ha

XYZ file:
```
53
Properties=species:S:1:pos:R:3:forces:R:3
N -1.608864 0.190222 -0.788315 0.31 0.27 -0.87
C -2.145516 0.864345 0.413348 1.62 -0.14 -0.68
C -1.162587 0.372344 1.482363 -2.04 -1.92 1.55
N -1.119156 -1.004960 1.714274 0.30 1.95 0.05
O -0.608341 1.140970 2.265362 1.43 -0.86 -0.49
H -2.251378 -0.459940 -1.200126 -0.41 -0.18 -0.06
H -1.339500 0.835195 -1.569738 -0.86 -0.62 1.58
H -1.980769 1.966299 0.383918 -0.59 -0.81 -0.18
H -3.194360 0.566308 0.588999 0.55 0.34 0.31
H -1.284865 -1.714002 1.020855 -0.34 0.07 -0.30
H -0.473333 -1.274876 2.441184 0.13 -0.20 0.07
H -0.576481 -3.044953 -3.373436 -0.28 -0.43 0.24
H -0.051455 -1.966196 -4.219768 0.16 -0.04 -0.18
O -0.237459 -2.916062 -4.259506 0.07 0.35 -0.05
H -0.963138 3.543156 2.736869 0.11 0.10 0.42
H -2.327780 2.790142 2.880236 0.62 0.35 -0.19
O -1.748266 3.273803 2.267569 -1.47 0.87 -0.14
H 0.422898 2.860104 1.346366 -0.22 1.70 -0.40
H 1.499683 3.193933 2.142604 0.50 1.63 -0.60
O 1.003702 3.691413 1.426027 -0.37 -3.70 1.56
H 1.814015 0.961942 4.131143 -0.09 0.63 -0.01
H 0.808325 1.774939 3.330530 -0.41 -0.37 0.28
O 1.606751 1.877990 3.866075 0.33 -0.41 -0.17
H -0.951357 -2.511863 -1.372772 0.45 0.18 -0.01
H -0.927047 -3.974248 -0.986472 0.18 0.28 0.30
O -1.530131 -3.227722 -1.107337 -0.20 -0.12 -0.15
H 3.721072 0.245997 -0.606351 0.06 -0.31 0.05
H 2.987806 0.738298 -1.818420 -0.18 -0.41 -0.10
O 3.078093 -0.052927 -1.260488 0.67 1.03 -0.30
H 0.407926 4.591428 -1.313217 0.66 -0.92 0.74
H 1.010452 3.498403 -0.243570 -0.30 1.12 -1.35
O 0.812300 3.699520 -1.211742 -0.11 0.29 0.11
H 3.115957 0.491131 1.709418 -0.06 -0.06 0.31
H 1.618571 0.162567 1.806678 0.68 -0.33 -0.42
O 2.492985 -0.237424 1.583362 -0.25 1.04 0.62
H -3.712559 -2.983778 -2.359217 1.04 0.16 -0.04
H -3.387785 -2.046156 -1.074583 0.84 -0.45 -0.39
O -4.008997 -2.576794 -1.554333 -2.56 0.26 0.41
H 1.803203 -0.667504 -0.356676 -0.79 0.47 -0.03
H 0.139565 -0.916157 -0.261019 -0.77 1.33 -0.27
O 1.025964 -1.242373 -0.243321 1.08 -1.70 0.04
H 1.908009 -2.837644 2.585418 -0.10 -0.52 -0.05
H 2.061998 -1.427913 2.966797 0.04 -0.31 0.28
O 1.708012 -2.261893 3.326452 0.00 0.59 -0.19
H -0.340742 2.810325 -2.149528 -0.01 -0.80 1.05
H -1.227209 2.578829 -3.260504 -0.66 -0.75 -0.17
O -1.049795 2.159827 -2.404081 0.93 2.11 -1.44
H 1.360663 -2.977860 -0.109989 -0.64 -0.16 -0.27
H 1.463611 -4.005872 -1.221922 0.11 -0.18 -0.12
O 0.999572 -3.843576 -0.396723 0.69 -0.31 0.23
H -0.038021 0.375460 -2.615552 0.14 -0.13 -0.51
H 0.967816 -0.650839 -2.159052 -0.09 -0.42 -0.14
O 0.407943 -0.431358 -2.918091 0.10 0.44 0.08
```
Forces are in eV/Å.

(6)
DFT (ωB97M-V/def2-TZVPD) results for 16 unconnected molecules or ions with the total composition C2H35O16 at a distorted geometry.

Energy above the lowest of the compared OMol25 structures with the same formula, charge and spin = 46.6 kcal/mol
HOMO-LUMO gap = 7.8 eV
Total charge = -1
DFT total energy = -35403.9470 eV
LUMO level = 0.0791 Ha

XYZ file:
```
53
Properties=species:S:1:pos:R:3:forces:R:3
C -1.294573 -0.264729 -0.425722 0.07 -1.12 0.10
C -0.021559 0.099830 -1.167443 1.73 0.70 1.93
O 1.116028 -0.432785 -0.536756 -0.64 -0.86 -0.96
H -1.512927 -1.328844 -0.645914 -0.21 0.52 -0.16
H -2.090783 0.402529 -0.679301 -0.90 0.17 -0.55
H -1.277614 -0.241293 0.681203 0.73 0.31 -0.53
H 0.189227 1.169654 -1.109446 -0.88 0.84 -0.22
H 0.017937 -0.105817 -2.221964 -0.80 -0.48 -0.82
O -3.970594 0.510870 1.864012 0.18 0.46 0.75
H -3.270558 1.112089 1.552961 -0.25 -0.18 -0.05
H -3.690741 0.242945 2.759470 -0.08 0.05 -0.59
O 2.347015 1.603086 -3.394373 -0.53 -0.15 0.04
H 2.488700 0.662673 -3.227707 -0.09 -0.69 0.04
H 3.150676 1.849401 -3.828382 0.74 0.46 -0.39
O -3.011616 -4.172576 -1.206452 -1.36 -1.67 2.20
H -2.508551 -3.643742 -1.765850 1.65 1.45 -1.21
H -2.678382 -4.086387 -0.287587 -0.26 0.22 -1.05
O 1.125296 0.715836 1.822462 0.21 -0.89 0.31
H 0.751069 1.565144 1.867269 -0.77 1.81 1.27
H 0.951052 0.541302 0.893082 0.71 -1.28 -1.05
O 3.343798 0.867244 -0.000861 1.99 2.30 0.29
H 3.093310 1.757689 -0.326644 0.28 -0.97 0.52
H 2.736984 0.255332 -0.370323 -1.35 -0.94 -0.33
O 2.105033 -1.942549 1.695527 -1.17 -0.03 -0.17
H 1.724850 -1.057668 1.881505 0.58 -0.23 -0.11
H 2.782558 -2.118577 2.331112 0.55 0.16 0.69
O -3.799764 -1.924942 0.800657 0.10 0.58 -0.91
H -4.017101 -1.003810 1.047429 -0.10 -0.36 0.69
H -3.350334 -1.690407 -0.028504 -0.10 -0.77 0.12
O 2.009949 3.102459 -1.219511 -1.84 2.09 2.89
H 1.322065 2.816426 -0.550216 1.30 0.44 -1.21
H 2.212691 2.360842 -1.736407 0.22 -1.89 -1.80
O -2.391619 2.696937 0.978752 -2.42 0.27 1.87
H -1.980214 3.178160 0.307919 2.03 0.85 -2.48
H -3.029763 3.396201 1.242893 0.17 -0.96 0.33
O -0.937867 3.875818 -1.068402 -1.88 -1.70 2.43
H -0.674481 3.320654 -1.758304 0.75 -1.70 -1.62
H -0.664124 4.698137 -1.327735 1.16 3.36 -0.79
O 0.823836 -3.129172 -0.827086 -0.16 -1.19 -1.03
H 0.289460 -3.395473 -0.088942 -0.15 -0.13 0.53
H 0.923947 -2.176867 -0.738670 0.28 1.29 0.50
O 3.964565 -2.032526 -0.413985 -0.08 -0.09 -0.74
H 3.538493 -1.690086 -1.246062 0.59 -0.56 1.24
H 3.246993 -2.187598 0.224423 0.02 0.30 -0.42
O -1.289152 -1.456034 3.035157 0.39 -1.82 1.36
H -1.017213 -2.303344 3.492909 -0.75 1.50 -0.23
H -0.768486 -1.594058 2.251381 0.41 0.53 -1.01
O 2.582229 -1.125966 -2.595764 0.41 -0.48 -1.81
H 2.022824 -0.710373 -1.902782 -0.85 -0.56 1.01
H 2.180972 -1.959132 -2.930525 0.12 1.00 0.70
O -1.035260 1.895044 3.173757 -0.29 -0.25 0.62
H -1.205925 0.951704 3.330454 0.39 0.19 -0.13
H -1.552357 2.126751 2.393282 0.08 0.08 -0.08
```
Forces are in eV/Å.